{"formula": "C6H9N", "method": "ωB97M-V/def2-TZVPD", "elements": ["C", "N", "C", "C", "C", "C", "C", "H", "H", "H", "H", "H", "H", "H", "H", "H"], "xyz": [[-1.41761, -1.20079, 0.74388], [-0.99406, 0.00793, 0.09830], [-0.12208, 0.72103, 0.95353], [1.32831, 0.60117, 0.37774], [1.20737, -0.25590, -0.88331], [-0.17155, 0.41445, -1.05832], [0.34092, 1.61151, -0.16265], [-2.14849, -1.72306, 0.10536], [-1.74242, -0.73604, 1.75144], [-0.65705, -1.91523, 1.09831], [-0.54855, 0.63316, 1.98509], [2.23403, 0.82284, 0.93461], [1.19243, -1.34898, -0.79991], [1.91761, 0.05141, -1.66094], [-0.68205, 0.47728, -2.02480], [0.37813, 2.68280, -0.31762]], "lumo_energy_ev": 1.14, "molar_mass_da": 95.14, "multiplicity": 1, "e_above_lowest_kcal_mol": 99.2}

{"formula": "C32H78B3BrO21S6", "method": "ωB97M-V/def2-TZVPD", "elements": ["C", "C", "C", "C", "C", "C", "C", "C", "C", "C", "C", "C", "C", "C", "B", "O", "B", "O", "B", "Br", "O", "H", "H", "H", "H", "H", "H", "H", "H", "H", "H", "H", "H", "H", "H", "H", "H", "H", "H", "H", "H", "H", "H", "H", "H", "H", "H", "H", "H", "H", "H", "O", "S", "O", "O", "C", "C", "C", "H", "H", "H", "H", "H", "H", "H", "H", "O", "S", "O", "O", "C", "C", "C", "H", "H", "H", "H", "H", "H", "H", "H", "O", "S", "O", "O", "C", "C", "C", "H", "H", "H", "H", "H", "H", "H", "H", "O", "S", "O", "O", "C", "C", "C", "H", "H", "H", "H", "H", "H", "H", "H", "O", "S", "O", "O", "C", "C", "C", "H", "H", "H", "H", "H", "H", "H", "H", "O", "S", "O", "O", "C", "C", "C", "H", "H", "H", "H", "H", "H", "H", "H"], "xyz": [[6.14488, -2.61196, -2.72421], [5.26750, -1.41877, -2.36121], [6.04557, -0.09934, -2.23632], [5.39228, 1.06751, -2.99611], [5.58844, 2.45098, -2.33185], [4.28793, 3.17669, -1.94713], [3.79705, 4.25909, -2.91925], [2.83187, 3.81441, -4.01397], [3.47554, 2.94462, -5.09885], [2.98903, 3.27430, -6.50718], [1.50294, 2.99014, -6.84591], [0.81782, 1.81039, -6.13825], [-0.19922, 2.22969, -5.06137], [-0.25009, 1.28797, -3.82723], [-1.66195, 0.68191, -3.61887], [-2.58864, 1.18333, -2.70123], [-2.91564, 0.22679, -1.77612], [-2.95377, -1.10799, -2.13778], [-2.37907, -1.44184, -3.33974], [-1.88666, -3.25716, -3.72702], [-2.07308, -0.48798, -4.26790], [5.62405, -3.54569, -2.52754], [6.34488, -2.59798, -3.79306], [7.07867, -2.60656, -2.16994], [4.49176, -1.32677, -3.11842], [4.76156, -1.59038, -1.41265], [6.10904, 0.18460, -1.18883], [7.04319, -0.24732, -2.64529], [4.32129, 0.88528, -3.06820], [5.75915, 1.10506, -4.02017], [6.17691, 3.10289, -2.97542], [6.17694, 2.29238, -1.43072], [4.47826, 3.68534, -1.00213], [3.50233, 2.45209, -1.73308], [4.65463, 4.77596, -3.35068], [3.26744, 4.99356, -2.31201], [2.00845, 3.28304, -3.53910], [2.42351, 4.70893, -4.48508], [4.55066, 3.13428, -5.07836], [3.36932, 1.88838, -4.86718], [3.13935, 4.34953, -6.61539], [3.63904, 2.80898, -7.24449], [0.92373, 3.90030, -6.70671], [1.46296, 2.78342, -7.91358], [0.27003, 1.25990, -6.90010], [1.53889, 1.11107, -5.73002], [-1.17758, 2.27596, -5.54015], [0.00613, 3.24268, -4.72876], [0.05562, 1.82772, -2.93381], [0.45803, 0.47503, -3.97904], [-3.14622, 0.56433, -0.66340], [3.97122, -1.15928, 1.36515], [4.91800, -1.87531, 2.16367], [5.22737, -3.23622, 1.85207], [4.49439, -1.75762, 3.68554], [3.14180, -2.12527, 4.03582], [2.91661, -3.62265, 4.03648], [6.41442, -0.95912, 2.27354], [2.44721, -1.61222, 3.36945], [3.00242, -1.71689, 5.03399], [3.00057, -4.03983, 3.03453], [1.91771, -3.83843, 4.41511], [3.65154, -4.12144, 4.66836], [6.17935, 0.06886, 2.53325], [6.88218, -1.01106, 1.29252], [7.05218, -1.42117, 3.02171], [-0.59864, -1.45682, 3.69464], [-1.29634, -0.47953, 4.46962], [-2.49741, -0.85326, 5.15288], [-1.57948, 0.77973, 3.55478], [-2.23179, 0.54788, 2.28931], [-3.70730, 0.24154, 2.43829], [-0.20963, 0.30456, 5.60232], [-1.70597, -0.24495, 1.75432], [-2.08951, 1.47190, 1.73221], [-3.86523, -0.70796, 2.94697], [-4.17745, 0.18318, 1.45724], [-4.20678, 1.01231, 3.02112], [0.69116, 0.60752, 5.07639], [0.02412, -0.42527, 6.37430], [-0.71411, 1.15904, 6.04098], [-0.79165, 1.17440, 10.11427], [-1.09132, 2.31828, 9.31113], [-0.48668, 2.44759, 8.01995], [-0.81350, 3.62784, 10.15941], [0.48996, 3.76530, 10.77552], [1.57936, 4.12037, 9.78541], [-2.83018, 2.51197, 9.15126], [0.72312, 2.85092, 11.32225], [0.35999, 4.56252, 11.50356], [1.75858, 3.31123, 9.07988], [2.50718, 4.31930, 10.32166], [1.30379, 5.00619, 9.21391], [-3.28396, 2.43354, 10.13471], [-3.17347, 1.70801, 8.50324], [-3.03242, 3.47741, 8.69622], [6.20676, -7.89396, -2.94924], [4.80145, -7.79273, -3.19707], [4.25771, -6.58105, -3.72434], [4.02213, -8.18482, -1.87252], [4.37849, -7.47222, -0.65992], [3.84661, -6.05441, -0.62006], [4.27228, -9.14450, -4.18884], [5.46222, -7.49794, -0.54039], [3.94275, -8.06784, 0.13902], [4.31172, -5.43114, -1.38128], [4.05519, -5.61165, 0.35432], [2.77058, -6.04388, -0.79319], [4.66973, -10.06469, -3.77112], [4.66977, -8.97163, -5.18613], [3.18630, -9.15572, -4.21090], [-6.57070, 1.13638, 3.82630], [-7.76833, 0.86179, 4.55903], [-8.96894, 0.53618, 3.85731], [-8.04307, 2.07399, 5.54963], [-8.08898, 3.40253, 4.97957], [-9.36615, 3.67537, 4.21252], [-7.45397, -0.36356, 5.77846], [-7.20535, 3.55430, 4.35805], [-8.00910, 4.06708, 5.83710], [-9.43808, 3.05436, 3.32172], [-9.39025, 4.72102, 3.90515], [-10.23709, 3.46857, 4.83371], [-6.55043, -0.09894, 6.31981], [-7.31858, -1.30228, 5.24637], [-8.31298, -0.42349, 6.44068], [-5.52449, -1.68533, -6.39486], [-6.29689, -0.67805, -5.73650], [-7.51479, -1.03473, -5.07995], [-6.57459, 0.50142, -6.76486], [-7.16869, 0.15054, -8.03586], [-8.64504, -0.17175, -7.93190], [-5.28158, 0.23234, -4.62859], [-6.60621, -0.67360, -8.47660], [-7.01213, 1.02867, -8.65843], [-8.81679, -1.07806, -7.35446], [-9.05715, -0.31743, -8.93061], [-9.18071, 0.64130, -7.44263], [-4.37070, 0.52085, -5.14128], [-5.06316, -0.42819, -3.79338], [-5.83491, 1.10101, -4.28200]], "lumo_energy_ev": 0.27, "molar_mass_da": 1103.70, "multiplicity": 1}

{"formula": "C2HClN2", "method": "ωB97M-V/def2-TZVPD", "elements": ["C", "C", "N", "N", "Cl", "H"], "xyz": [[-1.56868, 0.88972, 2.86413], [-1.22659, -0.01309, 0.59842], [-1.58714, 0.86483, 4.00862], [-0.07732, 0.02744, 0.28675], [-2.64076, -0.54315, 0.16458], [0.15775, -0.45081, -0.51824]], "lumo_energy_ev": [-1.86, -1.86], "molar_mass_da": 88.50, "multiplicity": 1, "e_above_lowest_kcal_mol": 87.5}

{"formula": "C3H6N2O2", "method": "ωB97M-V/def2-TZVPD", "elements": ["N", "C", "O", "C", "O", "C", "N", "H", "H", "H", "H", "H", "H"], "xyz": [[-1.54000, -0.52385, -0.79114], [-0.73598, 0.28428, 0.07860], [-1.17413, 1.34332, 0.54171], [-0.02288, -0.79555, 0.89065], [1.36985, -0.29792, 1.23624], [1.70543, 0.49975, 0.24262], [0.84668, 0.68893, -0.68894], [-2.44566, -0.10170, -0.88626], [-1.12965, -0.86342, -1.65089], [0.17838, -1.68296, 0.28969], [-0.66873, -1.03082, 1.74848], [2.69691, 0.95676, 0.24149], [0.91977, 1.52319, -1.25224]], "lumo_energy_ev": 0.79, "molar_mass_da": 102.09, "multiplicity": 1, "e_above_lowest_kcal_mol": 67.4}

{"formula": "C3H12NO2", "method": "ωB97M-V/def2-TZVPD", "elements": ["O", "C", "C", "N", "C", "H", "H", "H", "H", "H", "H", "H", "H", "H", "H", "H", "H", "O"], "xyz": [[-0.83114, -1.76903, -0.38467], [0.17313, -1.74964, 0.77262], [0.78881, -0.43747, 0.65085], [-0.20961, 0.69215, 0.34202], [-0.27469, 1.99221, 0.96629], [-0.91138, -2.65927, -0.55646], [0.96325, -2.46020, 0.50161], [-0.54111, -1.85331, 1.54964], [1.28524, -0.18276, 1.58453], [1.54619, -0.36289, -0.11158], [-0.07787, 0.83674, -0.65694], [-1.13440, 0.19555, 0.34789], [-0.92707, 1.87578, 1.80158], [0.78492, 2.29544, 1.28554], [-0.76222, 2.79374, 0.29827], [-0.12951, 0.99002, -2.99427], [0.42720, -0.37339, -2.95263], [-0.16973, 0.17633, -2.44429]], "lumo_energy_ev": -3.03, "molar_mass_da": 94.13, "multiplicity": 1, "total_charge": 1, "e_above_lowest_kcal_mol": 38.2}